Entry 1:
Here is a single C22H27N3O5S2 molecule from OMol25. Energies are from ωB97M-V/def2-TZVPD.

Computed properties:
Structure (SMILES) = O=C(CSc1ccccc1)Nc1cc(S(=O)(=O)N2CCOCC2)ccc1N1CCOCC1
Lowest unoccupied orbital energy = 0.0187 Ha
Energy = -59629.9200 eV
Molecular weight = 477.61 g mol⁻¹
E_HOMO = -8.1155 eV

```
59
C22H27N3O5S2 (ωB97M-V/def2-TZVPD)
S 2.854 0.716 -1.283
S -2.325 -3.821 -0.824
O -2.884 -0.575 1.262
O -5.656 2.240 0.218
O 5.866 1.073 1.178
O 2.968 -0.403 -2.173
O 3.514 1.941 -1.651
N -1.977 -0.865 -0.806
N -2.920 1.823 -0.338
N 3.342 0.165 0.236
C -5.235 1.075 -0.450
C 5.795 0.144 0.117
C 4.769 1.962 1.144
C -3.317 -2.637 0.144
C 1.916 -3.217 0.701
C 0.229 0.028 -1.037
C 4.515 -0.690 0.215
C -3.948 1.338 -1.237
C -1.117 0.258 -0.809
C 0.855 -2.957 1.550
C -2.693 -1.253 0.279
C 3.443 1.199 1.248
C -1.590 1.565 -0.546
C 1.676 -3.664 -0.588
C -0.630 2.590 -0.478
C -0.449 -3.143 1.124
C 0.378 -3.844 -1.027
C -3.351 3.008 0.370
C 0.709 2.350 -0.699
C -4.654 2.675 1.108
C -0.684 -3.580 -0.170
C 1.136 1.066 -0.987
H 4.897 2.634 1.994
H -4.446 1.890 1.848
H -4.157 2.110 -1.994
H -4.259 -2.556 -0.403
H 4.523 -1.270 1.143
H 1.428 3.154 -0.692
H 3.372 0.709 2.226
H -0.953 3.601 -0.289
H -5.060 0.273 0.281
H 2.929 -3.077 1.043
H 1.035 -2.611 2.556
H 2.599 1.876 1.125
H -3.621 0.434 -1.745
H 4.414 -1.352 -0.643
H -6.047 0.793 -1.122
H -3.530 3.845 -0.323
H 4.779 2.535 0.207
H 0.176 -4.186 -2.030
H 5.807 0.670 -0.848
H 0.593 -0.967 -1.246
H 6.681 -0.487 0.206
H -1.750 -1.592 -1.476
H -3.529 -3.039 1.135
H -5.050 3.561 1.607
H -1.264 -2.944 1.803
H -2.599 3.291 1.105
H 2.498 -3.861 -1.258
```

---

Entry 2:
Here is 6 unconnected molecules or ions with the total composition C44H60Br2F6N2O17S from OMol25. Energies are from ωB97M-V/def2-TZVPD.

Computed properties:
Structure (SMILES) = COCCCCCCCCCCCc1c(S)cc2nc([C@@H](Br)[C@H](C)Br)c(F)nc2c1OC[C@H](C)C(C)C.O=C1OC[C@@H](F)O1.O=C1OC[C@@H](F)O1.O=C1OC[C@@H](F)O1.O=C1OC[C@@H](F)O1.O=C1OC[C@@H](F)O1
Lowest unoccupied orbital energy = -0.0571 Ha
Energy = -251592.8159 eV
Molecular weight = 1194.82 g mol⁻¹
E_HOMO = -8.3156 eV

```
132
C44H60Br2F6N2O17S (ωB97M-V/def2-TZVPD)
Br 5.825 -5.604 5.058
Br 1.714 -4.587 6.399
S 3.848 -0.925 -2.464
F -7.610 8.750 0.616
F 1.765 -0.302 12.984
F 0.076 -0.631 8.233
F -1.289 7.386 -3.473
F -7.958 2.917 -2.218
F 2.722 -6.807 4.167
O -4.580 3.963 -4.903
O -0.458 0.568 6.418
O 2.258 10.023 -3.049
O -0.308 4.304 -1.039
O 3.886 -0.067 10.318
O -8.156 7.374 -3.570
O -6.173 3.022 -3.566
O -0.596 1.118 4.207
O 0.298 8.964 -3.547
O 2.712 -1.249 8.751
O 1.964 -1.103 10.902
O 2.449 -6.526 -1.248
O -7.909 9.477 -2.708
O -7.737 7.680 -1.347
O 1.988 7.796 -2.605
O -0.173 -1.036 4.851
O -5.760 5.239 -3.417
N 3.381 -3.050 2.784
N 2.688 -6.134 1.712
C -0.580 -0.685 7.052
C 2.094 -1.431 -5.993
C 0.867 6.937 -2.676
C -0.421 0.289 5.085
C 3.595 0.299 11.652
C 3.271 -3.410 1.329
C -0.894 2.614 -2.961
C -5.434 4.065 -4.038
C 4.745 -4.217 5.996
C -7.194 8.791 -0.670
C 5.641 -2.806 5.932
C 0.255 3.239 -0.178
C 3.176 -4.217 3.710
C 0.025 7.592 -3.717
C 1.213 -6.647 -1.987
C 2.795 -5.180 -0.801
C 3.087 -4.100 -3.513
C 3.538 -2.141 0.272
C 0.559 -8.605 0.274
C 3.102 -3.916 -1.853
C -1.490 1.605 -5.361
C -1.745 2.871 -4.341
C -7.786 9.958 -1.384
C 2.840 -0.840 9.893
C 2.910 -4.922 0.850
C -1.398 3.781 -1.882
C 0.802 -0.527 -6.443
C 1.025 1.080 -6.061
C 1.571 9.015 -3.064
C -0.193 -6.380 -1.200
C 3.482 -2.382 -1.345
C 3.296 -3.859 5.335
C -0.285 2.014 -6.397
C -0.549 -4.756 -0.994
C -6.743 3.490 -2.365
C -6.870 4.958 -2.588
C 2.859 -5.707 3.141
C -7.954 8.113 -2.621
C -0.453 -7.279 0.143
C 1.729 -3.004 -5.654
C 0.098 -1.620 6.109
C -0.542 -6.421 1.550
C 1.707 -3.330 -4.017
C 2.657 -0.775 12.085
H 4.632 -4.517 7.143
H 3.150 -1.668 12.483
H -1.151 0.681 -4.711
H 4.004 -3.594 -4.038
H 0.377 6.898 -1.697
H 0.757 -4.019 -3.846
H 1.155 -7.778 -2.372
H 0.628 -3.243 -6.048
H -8.777 10.229 -1.003
H 0.171 -9.310 1.151
H 1.148 -6.008 -2.994
H -1.035 -6.726 -1.977
H -1.444 3.920 -4.794
H 0.002 3.151 -6.327
H 5.039 -1.882 6.389
H -7.792 5.228 -3.112
H 2.681 -0.938 -5.108
H -6.098 3.218 -1.522
H 0.998 2.550 -0.766
H -1.535 -7.774 0.033
H 1.669 -8.313 0.498
H -2.480 1.269 -5.922
H 0.267 2.758 -3.152
H -0.254 -7.083 2.500
H -0.630 1.788 -7.493
H -2.898 2.949 -4.059
H 1.181 -1.665 6.263
H -7.142 10.840 -1.345
H 1.325 1.149 -4.914
H -6.100 8.748 -0.710
H 1.166 5.925 -2.959
H 6.709 -2.933 6.397
H -1.075 1.535 -2.532
H -1.650 -6.042 1.776
H 2.916 0.113 -2.230
H -1.617 -4.619 -0.482
H -0.434 -4.148 -1.989
H -2.276 3.297 -1.268
H -0.644 2.581 0.200
H -1.638 -0.910 7.223
H 3.172 -2.676 5.438
H 3.773 -1.053 0.695
H -0.307 -2.634 6.166
H 1.507 -2.347 -3.401
H 5.714 -2.561 4.766
H 3.048 -5.240 -3.835
H 0.720 -0.611 -7.625
H 0.219 -4.267 -0.223
H 0.816 3.791 0.715
H -0.225 -0.896 -6.015
H 2.833 -1.455 -6.914
H 0.402 -9.214 -0.718
H 3.136 1.293 11.664
H -6.817 5.526 -1.656
H 2.442 -3.743 -6.245
H 0.265 7.292 -4.743
H 4.505 0.326 12.258
H 1.941 1.498 -6.662
H 0.142 -5.477 1.597
H -1.865 4.675 -2.495
```

---

Entry 3:
Here is a molecular structure, C26H34N6O3 from OMol25. Energies are from ωB97M-V/def2-TZVPD.

Computed properties:
Lowest unoccupied orbital energy = 0.0250 Ha
Energy = -42574.6396 eV
Molecular weight = 478.60 g mol⁻¹
E_HOMO = -7.4571 eV

```
69
C26H34N6O3 (ωB97M-V/def2-TZVPD)
O -0.473 3.315 2.452
O 1.985 1.976 3.215
O 2.979 1.647 -1.348
N -1.926 -2.861 0.500
N -1.398 1.379 2.574
N -2.151 0.996 -0.607
N -2.658 -0.590 0.809
N -0.773 -0.943 -2.492
N -0.637 -3.188 -1.656
C 1.190 -0.566 0.916
C -1.367 -1.273 -0.948
C 2.582 1.792 0.740
C 0.393 -2.728 -3.798
C 1.911 -3.284 -3.271
C -1.986 -0.180 -0.266
C -1.650 1.809 -1.690
C 1.151 -4.925 -1.565
C -2.253 3.055 0.872
C -1.244 -2.429 -0.738
C 1.353 0.108 2.127
C 1.874 -0.023 -0.396
C -0.756 2.942 -1.272
C 0.455 -0.204 3.343
C -1.366 3.672 -0.164
C 2.651 3.301 3.068
C 1.738 -4.953 -2.777
C 2.490 1.084 -0.306
C -1.212 2.710 1.854
C -2.437 -1.845 1.027
C -0.540 -2.295 -2.535
C -2.915 2.042 0.328
C 2.906 0.817 -2.544
C -0.710 1.154 3.653
C -0.259 -4.608 -1.575
C 1.977 1.456 1.924
H -1.158 0.708 4.445
H -0.618 4.651 0.165
H -1.025 1.034 -2.231
H -0.209 -3.248 -4.332
H 1.837 0.833 -2.798
H 0.178 3.366 -1.910
H 1.231 -0.196 4.189
H 3.465 -0.304 -2.652
H 1.720 -4.048 -0.725
H 3.723 3.293 2.922
H -2.809 3.818 1.383
H 0.005 1.741 3.979
H -1.971 4.335 -0.605
H -2.772 -2.162 2.214
H 3.263 2.718 0.780
H 1.372 -5.796 -1.096
H 0.151 2.394 -0.409
H -0.805 -4.950 -2.325
H 1.712 -0.788 -1.101
H 2.716 3.753 4.120
H -1.945 0.839 2.002
H -3.491 1.445 0.837
H 2.344 4.121 2.467
H -2.203 2.175 -2.372
H 1.195 -5.478 -3.643
H 2.686 -4.988 -2.871
H 2.230 -2.569 -2.720
H 0.444 -1.980 -4.412
H 3.272 1.396 -3.256
H 0.577 -1.382 0.989
H -0.937 -4.973 -0.738
H 2.381 -3.214 -4.357
H -3.794 2.396 -0.279
H -0.076 -1.079 3.150
```

---

Entry 4:
Here is a molecular structure, C57H41BBrF7ILuN7O2Sb from OMol25. Energies are from ωB97M-V/def2-TZVPD.

Computed properties:
Lowest unoccupied orbital energy = -0.0500 Ha
Energy = -212307.0089 eV
Molecular weight = 1503.34 g mol⁻¹
E_HOMO = -7.5515 eV

```
119
C57H41BBrF7ILuN7O2Sb (ωB97M-V/def2-TZVPD)
Lu -15.377 -9.681 14.956
I -18.028 -12.472 21.873
Sb -15.022 -6.629 10.258
Br -10.040 -13.836 18.869
F -17.291 -8.528 11.120
F -10.288 -3.586 7.494
F -14.018 -12.392 9.032
F -17.837 -9.850 13.050
F -16.017 -8.515 13.095
F -20.794 -4.962 8.666
F -18.209 -7.596 13.064
O -13.614 -9.359 16.139
O -14.631 -11.262 16.813
N -13.521 -9.915 13.369
N -15.982 -5.734 21.127
N -13.302 -9.346 24.070
N -18.394 -13.198 17.639
N -15.237 -7.311 15.508
N -11.939 -11.978 17.963
N -17.240 -8.965 16.056
C -12.313 -10.719 17.683
C -13.210 -10.255 9.486
C -11.146 -4.727 9.407
C -14.126 -6.579 15.321
C -15.593 -9.151 8.613
C -10.476 -11.720 14.543
C -10.648 -9.780 19.136
C -17.127 -14.531 19.737
C -12.244 -5.292 10.079
C -14.529 -7.474 22.784
C -13.484 -5.312 9.462
C -14.552 -12.807 13.690
C -13.155 -12.352 13.817
C -14.598 -8.328 9.082
C -19.101 -5.230 10.267
C -12.202 -13.335 14.178
C -16.901 -5.977 9.480
C -12.551 -4.217 7.500
C -13.637 -4.777 8.185
C -13.847 -8.469 23.517
C -17.533 -7.567 15.992
C -15.931 -7.356 22.866
C -16.444 -6.711 15.551
C -19.812 -8.011 16.774
C -17.183 -13.629 13.142
C -16.581 -5.327 15.299
C -19.503 -5.245 8.941
C -13.864 -6.668 21.871
C -14.818 -14.072 13.098
C -17.794 -5.641 10.504
C -11.627 -9.609 18.162
C -12.655 -11.023 13.716
C -18.835 -7.125 16.205
C -15.394 -10.536 8.487
C -17.253 -15.131 18.485
C -14.179 -5.226 15.069
C -10.944 -12.144 18.815
C -13.586 -10.488 16.836
C -19.457 -9.344 16.923
C -11.386 -10.740 14.131
C -17.821 -14.395 17.467
C -11.352 -4.161 8.162
C -10.914 -13.052 14.575
C -14.220 -11.041 8.991
C -16.885 -12.424 13.802
C -16.161 -14.473 12.815
C -18.552 -12.757 18.881
C -17.921 -13.403 19.971
C -15.428 -4.573 14.962
C -10.292 -11.080 19.499
C -16.597 -6.455 22.061
C -18.163 -9.805 16.617
C -15.598 -11.970 14.021
C -18.642 -5.545 7.889
C -17.332 -5.936 8.170
C -14.656 -5.865 21.025
C -13.360 -8.885 9.386
B -17.453 -8.609 12.549
H -19.115 -11.883 19.044
H -17.727 -11.785 14.113
H -12.605 -14.342 14.366
H -12.307 -10.677 9.881
H -9.551 -11.222 20.269
H -15.500 -3.542 14.659
H -16.615 -6.122 7.314
H -17.663 -6.415 22.076
H -20.119 -10.059 17.356
H -12.768 -6.733 21.793
H -19.695 -4.918 11.092
H -14.055 -14.811 12.895
H -12.943 -9.073 13.372
H -16.397 -7.900 23.643
H -12.011 -8.629 17.887
H -12.510 -8.268 9.615
H -17.961 -10.866 16.686
H -10.343 -13.849 15.022
H -11.092 -9.661 14.190
H -13.953 -9.993 12.478
H -17.570 -4.848 15.238
H -16.504 -8.718 8.288
H -19.122 -6.100 16.040
H -16.310 -15.478 12.389
H -20.779 -7.647 17.100
H -18.199 -13.938 12.950
H -18.912 -5.555 6.856
H -10.151 -8.922 19.590
H -12.101 -5.722 11.073
H -12.629 -3.910 6.484
H -16.368 -14.809 20.477
H -16.114 -11.168 8.071
H -17.430 -5.579 11.523
H -13.150 -7.078 15.484
H -17.733 -14.756 16.448
H -13.204 -4.696 14.921
H -14.220 -5.373 20.146
H -14.627 -4.712 7.771
H -10.112 -4.757 9.814
H -16.931 -16.136 18.288
H -9.465 -11.384 14.940
```

---

Entry 5:
Here is a molecular structure, C5H8N from OMol25. Energies are from ωB97M-V/def2-TZVPD.

Computed properties:
Lowest unoccupied orbital energy = -0.1306 Ha
Energy = -6791.2746 eV
Molecular weight = 82.13 g mol⁻¹
E_HOMO = -15.1046 eV
Net charge = +1

```
14
C5H8N (ωB97M-V/def2-TZVPD)
N -0.623 -0.263 -0.021
C -1.538 -0.101 1.050
C 2.545 0.366 -0.076
C -0.051 -1.374 -0.901
C -1.605 0.733 -0.232
C 0.724 -0.526 -0.311
H -1.097 1.709 -0.204
H -2.410 0.471 -0.955
H -2.487 -0.705 1.302
H 3.279 -0.416 0.038
H -0.452 -2.100 -1.591
H 2.176 0.960 0.829
H 2.572 0.911 -0.961
H -1.033 0.336 2.031
```

---

Entry 6:
Here is a single C5H6O molecule from OMol25. Energies are from ωB97M-V/def2-TZVPD.

Computed properties:
Structure (SMILES) = C#C[C@@H]1C[C@@H]1O
Lowest unoccupied orbital energy = 0.0124 Ha
Energy = -7324.9558 eV
Molecular weight = 82.10 g mol⁻¹
E_HOMO = -9.3191 eV

```
12
C5H6O (ωB97M-V/def2-TZVPD)
O 1.362 -0.008 1.522
C -0.322 0.721 -0.150
C 1.086 0.576 0.290
C 0.589 -0.295 -0.828
C -1.448 0.122 0.611
C -2.007 -0.849 0.154
H -0.617 1.594 -0.721
H 0.522 -0.107 1.992
H 0.855 -0.130 -1.866
H -2.231 -1.672 -0.477
H 0.462 -1.345 -0.558
H 1.749 1.392 0.031
```

---

Q: lowest unoccupied orbital energy of number 2 (C44H60Br2F6N2O17S)?
A: -0.0571 Ha

---

Q: Which of these has the highest E_HOMO?
A: C26H34N6O3